{"formula": "C35H54IN4O2PS2", "method": "ωB97M-V/def2-TZVPD", "species": ["C", "C", "C", "C", "C", "C", "C", "I", "C", "C", "C", "C", "C", "C", "C", "C", "N", "S", "N", "C", "C", "P", "S", "H", "H", "H", "H", "H", "H", "H", "H", "H", "H", "H", "H", "H", "H", "H", "H", "H", "H", "C", "C", "C", "C", "C", "C", "N", "O", "C", "C", "C", "H", "H", "H", "H", "H", "H", "H", "H", "H", "H", "H", "H", "H", "H", "H", "H", "H", "H", "C", "C", "C", "C", "C", "C", "N", "O", "C", "C", "C", "H", "H", "H", "H", "H", "H", "H", "H", "H", "H", "H", "H", "H", "H", "H", "H", "H", "H"], "coordinates": [[-0.0283, 6.6075, -1.8893], [-0.0558, 5.0152, -2.2488], [-1.1649, 4.8448, -3.4240], [1.3660, 4.6697, -2.9147], [2.5483, 4.3927, -1.8315], [2.3042, 3.0871, -0.9505], [2.0145, 3.1055, 0.5952], [2.0124, 5.0657, 1.6024], [1.7317, 1.7683, 1.4168], [1.3863, 1.7448, 2.9866], [2.1721, 0.8098, 3.9969], [1.7126, 0.8422, 5.4827], [0.5272, 1.7672, 5.9837], [-0.2268, 2.6992, 4.9858], [0.2231, 2.6474, 3.4895], [1.7623, 0.3260, 0.7279], [1.5532, -0.9565, 1.3874], [1.7199, -2.1218, 0.1023], [2.0805, -1.0606, -1.2200], [2.0733, 0.3214, -0.8273], [2.3460, 1.6355, -1.6450], [2.7100, 1.3864, -3.5050], [1.0379, 1.0992, -4.4657], [1.0575, 6.8367, -1.5765], [-0.7206, 6.8711, -1.0166], [-0.2765, 7.2212, -2.8218], [-0.3471, 4.3602, -1.3590], [-1.2414, 5.7750, -4.0953], [-2.2309, 4.6655, -3.0139], [-0.9140, 3.9425, -4.1107], [1.7106, 5.6159, -3.4951], [1.2886, 3.8340, -3.6918], [3.5401, 4.2679, -2.4228], [2.6632, 5.3622, -1.2346], [3.0421, 0.1340, 3.6646], [2.1840, 0.1843, 6.3082], [0.1885, 1.7715, 7.0727], [-1.0964, 3.3900, 5.2405], [-0.3018, 3.3098, 2.7029], [3.5053, 2.4686, -4.0000], [3.4465, 0.1357, -3.5867], [-1.2017, -2.3411, 11.0944], [-1.8395, -1.4731, 9.9835], [-3.3504, -1.7783, 9.8873], [-3.6476, -3.1211, 9.2304], [-2.9648, -3.2209, 7.8699], [-1.4485, -2.9412, 7.9324], [-1.1226, -1.6901, 8.6879], [-1.4231, -0.6343, 7.8745], [-0.7258, -4.1522, 8.5705], [-0.8874, -2.9210, 6.4843], [-1.6651, -0.0270, 10.5250], [-0.1118, -2.2418, 11.0959], [-1.5540, -2.0294, 12.0834], [-1.4511, -3.3974, 11.0307], [-3.8542, -0.9918, 9.3116], [-3.8020, -1.7596, 10.8854], [-3.3331, -3.9444, 9.8798], [-4.7307, -3.2354, 9.1052], [-3.1473, -4.2172, 7.4491], [-3.4506, -2.5147, 7.1861], [0.3176, -3.9146, 8.7998], [-0.7180, -5.0087, 7.8890], [-1.2022, -4.5246, 9.4754], [-1.3763, -2.1765, 5.8506], [-1.0435, -3.8861, 5.9939], [0.1886, -2.7196, 6.4821], [-0.6042, 0.2366, 10.6012], [-2.0972, 0.0675, 11.5253], [-2.1609, 0.7219, 9.9036], [-0.1084, -3.8405, -8.9810], [0.6938, -2.7143, -9.6759], [1.9322, -2.3561, -8.8253], [1.5860, -1.5566, -7.5743], [0.7706, -0.3184, -7.9318], [-0.4864, -0.6421, -8.7658], [-0.1921, -1.5359, -9.9309], [0.4133, -0.7712, -10.8881], [-1.5577, -1.2894, -7.8552], [-1.1529, 0.6924, -9.1973], [1.1792, -3.3888, -10.9890], [-1.0581, -4.0224, -9.4935], [0.4500, -4.7825, -8.9950], [-0.3143, -3.6549, -7.9297], [2.6407, -1.7716, -9.4253], [2.4637, -3.2685, -8.5323], [1.0429, -2.1808, -6.8575], [2.5094, -1.2526, -7.0672], [0.4876, 0.2026, -7.0095], [1.4187, 0.3761, -8.4800], [-2.3835, -1.6992, -8.4452], [-1.9874, -0.5526, -7.1693], [-1.1717, -2.0751, -7.2087], [-0.4813, 1.3351, -9.7724], [-1.4557, 1.2756, -8.3228], [-2.0493, 0.5082, -9.7981], [0.3306, -3.6526, -11.6299], [1.7238, -4.3125, -10.7723], [1.8602, -2.7577, -11.5640]], "forces_ev_per_angstrom": [[0.7, -0.9, 0.6], [-0.5, 1.2, -1.8], [-0.4, -0.7, -0.2], [0.4, 0.4, 0.3], [0.0, -0.3, -0.7], [-0.3, -4.1, 0.5], [-0.5, -4.1, -0.5], [0.0, -1.7, -0.8], [0.3, 0.8, -0.7], [-0.6, 0.3, 2.1], [-3.1, 2.3, 1.5], [-1.9, 2.0, -1.7], [0.6, 0.5, -3.8], [3.3, -2.8, -1.8], [1.6, -1.7, 1.9], [0.3, 0.8, -0.4], [0.9, 2.9, -4.4], [0.6, 5.3, -0.4], [-0.3, 2.3, 1.7], [-0.4, -2.1, 2.4], [0.2, 1.8, 2.6], [-1.3, -1.0, 1.2], [0.1, 0.3, -0.2], [-1.7, 0.0, -0.3], [0.9, -0.3, -1.4], [0.3, -0.9, 1.4], [0.7, 0.9, -1.2], [0.3, -1.3, 1.0], [1.7, 0.3, -0.5], [-0.4, 1.4, 1.2], [-0.6, -1.5, 0.9], [0.0, 1.0, 1.3], [-1.6, 0.1, 1.1], [-0.2, -1.7, -0.4], [-1.7, 1.3, 0.5], [-0.7, 1.2, -1.8], [0.7, -0.2, -1.7], [1.4, -1.2, -0.1], [0.9, -1.3, 1.5], [0.0, -0.5, 0.6], [0.1, 1.3, 0.4], [0.0, -0.3, 0.1], [0.2, 0.1, 2.1], [-0.1, -0.1, -0.4], [-0.1, -0.1, 0.0], [-0.2, 0.3, 0.2], [0.8, -1.9, -0.6], [-2.7, 2.6, -2.4], [1.2, -1.8, 1.5], [0.0, -0.2, 0.3], [-0.1, 0.8, 0.1], [0.1, 0.1, -0.7], [-0.1, 0.0, -0.1], [0.0, 0.2, -0.2], [0.1, 0.0, -0.1], [0.2, 0.0, 0.0], [0.3, 0.1, 0.0], [0.0, 0.0, 0.0], [0.1, 0.0, 0.0], [0.3, 0.1, 0.0], [0.2, 0.1, 0.0], [-0.1, 0.1, 0.0], [-0.1, 0.3, -0.1], [0.1, 0.1, 0.0], [0.1, 0.1, 0.2], [-0.1, 0.0, 0.4], [-0.1, 0.0, 0.1], [-0.1, -0.1, -0.1], [0.0, -0.3, -0.1], [0.1, -0.2, -0.1], [-0.1, -0.1, 0.3], [0.1, -2.1, 0.1], [0.0, 0.4, 0.1], [0.0, 0.0, 0.1], [0.3, -0.1, -0.1], [-1.5, 0.6, 1.3], [3.2, 2.5, -1.7], [-1.6, -1.6, 1.4], [0.0, -0.3, 0.2], [0.4, -0.1, -0.7], [-0.1, 0.7, -0.3], [0.1, 0.1, 0.0], [0.1, 0.2, -0.2], [-0.1, 0.1, 0.0], [-0.2, 0.0, -0.1], [-0.2, -0.1, -0.2], [0.0, 0.0, 0.0], [-0.1, 0.0, 0.0], [-0.2, -0.1, -0.3], [-0.2, -0.1, -0.2], [0.1, 0.0, 0.0], [0.2, 0.1, -0.2], [0.0, 0.0, -0.1], [0.0, -0.3, -0.1], [0.1, -0.3, 0.1], [0.1, 0.0, 0.0], [0.1, 0.1, 0.1], [-0.2, 0.1, 0.3], [-0.2, 0.1, 0.1]], "mulliken_charge": [-1.194, 0.580, -1.102, -0.578, -1.022, 0.645, -0.745, 0.097, 0.668, 0.032, -0.334, -0.464, -0.245, -0.598, -0.187, 0.399, -0.555, 0.176, -0.553, 0.507, -0.216, 0.107, -0.326, 0.283, 0.291, 0.326, 0.287, 0.272, 0.321, 0.204, 0.346, 0.138, 0.247, 0.323, 0.315, 0.305, 0.297, 0.325, 0.389, 0.099, 0.133, -1.698, 1.709, -1.232, -0.475, -1.260, 1.722, 0.330, -0.505, -1.766, -1.803, -1.813, 0.382, 0.450, 0.288, 0.367, 0.360, 0.303, 0.378, 0.356, 0.379, 0.381, 0.464, 0.299, 0.349, 0.419, 0.426, 0.441, 0.427, 0.330, -1.731, 1.667, -1.271, -0.337, -0.671, 1.683, 0.337, -0.533, -1.751, -1.759, -1.759, 0.379, 0.457, 0.285, 0.370, 0.374, 0.235, 0.381, -0.251, 0.365, 0.367, 0.450, 0.281, 0.376, 0.400, 0.448, 0.440, 0.415, 0.351], "homo_energy_ev": [-8.158, -8.160], "total_energy_ha": -3170.42574, "gap_ev": [6.3, 6.3], "multiplicity": 3, "total_charge": 0}